Run 1
DFT (ωB97M-V/def2-TZVPD) results for a single C5H6BrNO molecule.

Positions of all 14 atoms, in Å:
C 0.781 0.118 1.326
C 0.868 -1.028 0.595
C 0.963 -1.013 -0.915
C 0.372 -0.079 -1.675
N -0.356 0.941 -1.129
C -1.178 0.852 -0.216
O -1.598 1.848 0.539
Br -2.573 -0.691 0.112
H 0.860 0.016 2.405
H 0.775 1.044 0.943
H 0.990 -2.003 0.869
H 1.692 -1.652 -1.477
H 0.618 0.067 -2.663
H -2.214 1.580 1.286

Results
SMILES: C=C/C=C\N=C(\O)Br



Run 2
DFT (ωB97M-V/def2-TZVPD) results for C5H6BrNO as an isolated structure.

Positions of all 14 atoms, in Å:
C -0.811 1.338 -0.052
C -1.228 0.008 -0.476
C 0.447 1.536 0.236
C -0.238 -1.178 -0.094
C 1.166 -0.679 0.046
N 1.454 0.586 0.173
O 1.996 -1.632 0.309
Br -3.618 -0.063 0.196
H -1.457 2.254 0.024
H -1.670 -0.042 -1.503
H 0.833 2.553 0.415
H -0.606 -1.677 0.814
H -0.204 -2.024 -0.840
H 3.013 -1.456 0.439



What should be chosen as the most stable of them? Choose run 2.